P.
Density functional theory data (wB97M-V/def2-TZVPD) for a molecular structure, C6H13NO.

Atoms and positions in Å:
C (0.38617, -1.43055, 1.53860)
O (0.49499, -1.36748, 0.11558)
C (-0.89704, -0.77828, 2.09284)
C (-0.81689, 0.78159, 2.28640)
H (1.24579, -0.97246, 2.03507)
H (0.32749, -2.49516, 1.83859)
H (-1.22820, -1.14368, 3.06767)
H (-1.74264, -0.97054, 1.39129)
H (-1.78336, 1.12276, 2.65261)
H (-0.60161, 1.22837, 1.27178)
H (0.02758, 1.07504, 2.98403)
C (0.33726, 0.32737, -2.75208)
C (-0.02779, -0.93400, -3.02449)
C (0.99698, 1.94485, -1.28017)
N (0.72094, 0.70397, -1.45284)
H (0.29232, 1.09416, -3.52896)
H (-0.03816, -1.68200, -2.18882)
H (-0.40266, -1.26989, -4.06079)
H (1.30975, 2.31886, -0.31314)
H (0.84664, 2.64734, -2.12147)
H (0.55243, -0.20028, -0.55172)

The HOMO energy (alpha / beta) comes out at -0.518 / -0.518 hartree. The value obtained for the LUMO energy (alpha / beta) is -4.333 / -7.389 eV. The spin multiplicity is 2. The orbital gap (alpha / beta) is 9.766 / 6.708 eV. The net charge is +1.

=====

Q.
Density functional theory data (wB97M-V/def2-TZVPD) for 2 unconnected molecules or ions with the total composition C6H13NO.

Atoms and positions in Å:
O (0.00599, -1.99709, 2.99672)
C (-0.42609, -1.69830, 1.93386)
C (0.46564, -1.63400, 0.69542)
C (-0.26093, -2.19190, -0.52325)
H (-1.48908, -1.43285, 1.78000)
H (1.39154, -2.16716, 0.90126)
H (0.65784, -0.55385, 0.56471)
H (-0.46909, -3.25547, -0.39589)
H (0.38779, -2.11287, -1.39432)
H (-1.19856, -1.67413, -0.71979)
C (-1.44929, 2.68164, -1.32081)
C (-0.42378, 1.60746, -1.66602)
C (1.78461, 1.63135, -0.93510)
N (0.57128, 1.49463, -0.59798)
H (-2.08819, 2.91400, -2.16754)
H (-2.07542, 2.32226, -0.49996)
H (-0.95247, 3.57093, -0.93751)
H (0.05810, 1.83301, -2.62563)
H (-0.90758, 0.63206, -1.76221)
H (2.03901, 1.76793, -1.98858)
H (2.55392, 1.62312, -0.17473)

The HOMO energy (alpha / beta) comes out at -0.495 / -0.488 hartree. The value obtained for the LUMO energy (alpha / beta) is -5.518 / -9.528 eV. The spin multiplicity is 2. The orbital gap (alpha / beta) is 7.958 / 3.749 eV. The net charge is +1.

=====

Which structure loses on stability? P does.